{
  "formula": "C4H7N3",
  "method": "ωB97M-V with the def2-TZVPD basis set",
  "symbols": ["C", "C", "N", "C", "N", "C", "N", "H", "H", "H", "H", "H", "H", "H"],
  "positions_angstrom": [[-2.1688, 0.9926, -0.0987], [-0.9323, 0.2489, -0.1248], [-0.7710, -1.0716, 0.0117], [0.4993, -1.5615, 0.0391], [1.5303, -0.8326, -0.1311], [2.5117, -0.1675, -0.0504], [3.4302, 1.0134, -0.1026], [-2.2763, 1.8507, 0.6030], [-3.1366, 0.5149, -0.0259], [-2.1738, 1.6879, -0.9660], [0.0352, 0.5980, -0.3207], [-1.6323, -1.5861, 0.2526], [0.7321, -2.5414, 0.5033], [4.3524, 0.8545, 0.4105]],
  "mulliken_charge": [-1.11, 0.23, -0.02, 0.12, -0.14, 0.50, -0.24, 0.37, 0.37, 0.34, 0.46, 0.33, 0.43, 0.36],
  "total_charge": 2,
  "total_energy_ha": -320.00732,
  "homo_energy_ev": [-19.333, -20.790],
  "gap_ha": [0.2711, 0.3271],
  "smiles": "C/C=[NH+]/C=N/C#[NH+]",
  "lumo_energy_ev": [-11.956, -11.889],
  "e_above_lowest_kcal_mol": 67.7,
  "max_force_ev_per_a": 10.0
}